No. 1
Computed, not measured: the molecule C4H5FO2S, with ωB97M-V with the def2-TZVPD basis set.

Output
- M: 136.15 g/mol
- SMILES: O=CO/C(=C\F)CS
- E: -803.8813 Eh
- LUMO level: 0.6 eV
- Largest force on an atom: 3.7 eV/Å
- Relative energy (zero: lowest compared OMol25 entry of this formula, charge and spin): 42.9 kcal per mole
- Kohn-Sham gap: 10.1197 eV

Geometry as XYZ:
```
13
C4H5FO2S ωB97M-V with the def2-TZVPD basis set
O -0.710 -1.907 1.441
C 0.439 -1.773 1.013
O 1.021 -0.623 0.660
C 0.193 0.399 0.352
C 0.402 1.568 0.887
F 1.272 1.476 1.912
C -0.690 0.321 -0.854
S 0.234 -0.227 -2.261
H 1.321 -2.482 0.779
H 0.026 2.611 0.580
H -1.128 1.358 -0.855
H -1.418 -0.457 -0.674
H -0.963 -0.265 -2.980
```



No. 2
Computed, not measured: the molecule C3H8N2O, with ωB97M-V with the def2-TZVPD basis set.

Output
- M: 88.11 g/mol
- SMILES: CC(=O)NCN
- E: -303.7936 Eh
- LUMO level: 1.0 eV
- Largest force on an atom: 7.4 eV/Å
- Relative energy (zero: lowest compared OMol25 entry of this formula, charge and spin): 61.8 kcal per mole
- Kohn-Sham gap: 10.7117 eV

Geometry as XYZ:
```
14
C3H8N2O ωB97M-V with the def2-TZVPD basis set
C 2.123 -0.217 -1.082
C 0.737 0.306 -0.668
O 0.525 1.556 -0.706
N 0.051 -0.550 0.113
C -0.876 0.076 1.257
N -2.252 -0.017 0.661
H 2.486 0.564 -1.785
H 2.723 -0.762 -0.509
H 1.701 -0.938 -1.759
H -0.485 -1.407 -0.055
H -0.910 -0.682 2.050
H -0.643 1.151 1.618
H -2.838 0.627 1.156
H -2.343 0.292 -0.292
```



No. 3
Computed, not measured: a structure of composition C2H4ClFO, with ωB97M-V with the def2-TZVPD basis set.

Output
- M: 98.50 g/mol
- E: -713.7862 Eh
- LUMO level: 0.4 eV
- Largest force on an atom: 7.1 eV/Å
- Relative energy (zero: lowest compared OMol25 entry of this formula, charge and spin): 64.2 kcal per mole
- Kohn-Sham gap: 11.1798 eV

Geometry as XYZ:
```
9
C2H4ClFO ωB97M-V with the def2-TZVPD basis set
C -0.761 -0.337 0.382
C 0.539 0.474 0.197
H -0.162 -0.585 -1.735
H -1.369 0.450 0.545
H -0.668 -0.990 1.423
H 1.054 1.146 0.907
O -0.845 -1.113 -0.751
F 0.092 1.360 -0.699
Cl 2.120 -0.404 -0.269
```